(1)
The following is a DFT calculation (ωB97M-V/def2-TZVPD) of C31H45CeO3 as an isolated structure at a distorted geometry.

The value obtained for the LUMO energy (spin up / spin down) is 0.3 / 0.3 eV. The calculation puts the orbital gap (spin up / spin down) at 7.409 / 7.483 eV. As for the expectation value of S²: 0.751.

```
! wB97M-V def2-TZVPD RIJCOSX def2/J DEFGRID3
* xyz 0 2
O -0.322 -0.799 -3.670
C -0.331 0.424 -4.496
C -0.061 -0.085 -5.865
H 0.483 1.086 -4.197
H -1.307 0.946 -4.509
C -0.150 -1.392 -5.056
H 0.939 0.177 -6.238
H -0.916 0.119 -6.529
C 1.131 -2.207 -5.208
H 2.020 -1.611 -4.993
H 1.232 -2.583 -6.237
H 1.107 -3.060 -4.525
C -1.379 -2.181 -5.465
H -2.266 -1.558 -5.402
H -1.487 -3.056 -4.819
H -1.319 -2.519 -6.505
Ce -0.508 -0.518 -0.099
C -2.672 -1.092 1.080
C -2.608 0.348 1.071
C -2.800 0.751 -0.295
H -2.526 1.000 1.945
C -2.874 -0.404 -1.142
C -2.868 -1.547 -0.268
H -3.016 -2.577 -0.596
H -2.605 -1.733 1.972
H -2.918 1.777 -0.652
H -2.895 -0.394 -2.228
C 0.372 -2.494 1.529
C -0.736 -2.981 0.814
C -0.401 -2.974 -0.586
H -1.647 -3.384 1.272
C 0.916 -2.501 -0.732
C 1.425 -2.202 0.599
H 2.422 -1.886 0.856
H 0.415 -2.390 2.604
H -1.105 -3.172 -1.390
H 1.454 -2.379 -1.678
O 2.303 2.486 -3.038
C 1.382 1.656 -2.258
C -0.024 2.293 -2.279
H 1.677 1.721 -1.193
H 1.440 0.578 -2.560
C 0.339 3.763 -2.456
H -0.598 2.153 -1.346
H -0.672 1.964 -3.105
C 1.816 3.842 -2.868
H 0.192 4.238 -1.497
H -0.229 4.322 -3.200
H 2.402 4.352 -2.086
H 1.964 4.410 -3.808
C 3.755 0.539 2.526
C 2.608 1.525 2.280
C 2.269 1.591 0.799
C 1.510 1.241 3.321
C 1.857 1.629 4.621
C 1.034 1.397 5.719
C -0.122 0.636 5.522
C -0.444 0.120 4.267
C -1.652 -0.816 4.239
C -1.526 -2.015 5.192
C -2.923 -0.053 4.649
C 0.326 0.497 3.097
O -0.012 0.118 1.876
H 3.409 -0.499 2.363
H 4.121 0.630 3.560
H 4.572 0.755 1.824
H 2.942 2.535 2.566
H 2.297 0.572 0.357
H 1.309 2.112 0.608
H 3.072 2.171 0.309
H 2.813 2.134 4.797
H 1.280 1.756 6.721
H -0.766 0.427 6.387
H -1.676 -1.180 3.203
H -1.560 -1.694 6.244
H -2.359 -2.703 5.009
H -0.598 -2.558 5.001
H -3.075 0.831 4.030
H -3.800 -0.699 4.546
H -2.855 0.274 5.696
*
```

(2)
The following is a DFT calculation (ωB97M-V/def2-TZVPD) of an isolated ion of composition C4H10N3 and charge +1 at a distorted geometry.

The value obtained for the LUMO energy is -4.0 eV. As for the SMILES: [H]/N=C1/[C@H](N)[C@@]1(C)[NH3+]. The calculation puts the orbital gap at 9.150 eV.

```
! wB97M-V def2-TZVPD RIJCOSX def2/J DEFGRID3
* xyz 1 1
C -1.185 0.950 -0.055
C -1.117 -0.411 -0.722
C 0.192 0.335 -0.048
C 0.721 -0.292 1.210
N -1.913 1.838 0.322
N -1.668 -1.553 -0.014
N 1.240 0.686 -1.020
H -1.152 -0.445 -1.833
H 1.304 0.340 1.898
H 1.447 -1.190 0.943
H -0.088 -0.695 1.915
H -1.438 2.698 0.674
H -1.133 -2.368 -0.177
H -2.600 -1.630 -0.056
H 1.012 1.243 -1.900
H 1.858 -0.091 -1.350
H 1.794 1.499 -0.767
*
```

(3)
The following is a DFT calculation (ωB97M-V/def2-TZVPD) of C2H3NO2S as an isolated structure at a distorted geometry.

The value obtained for the LUMO energy is -0.6 eV. The calculation puts the orbital gap at 9.560 eV.

```
! wB97M-V def2-TZVPD RIJCOSX def2/J DEFGRID3
* xyz 0 1
C -1.060 0.881 1.039
C -0.308 -0.639 -1.001
N -2.214 0.605 0.865
O 0.180 1.158 1.055
O 1.389 -1.103 0.790
S 0.862 -0.065 -0.045
H -0.537 -0.387 -1.978
H 0.090 -1.670 -0.884
H 1.597 1.220 0.159
*
```

(4)
The following is a DFT calculation (ωB97M-V/def2-TZVPD) of a 2-piece molecular cluster, C4H9N overall at a distorted geometry.

The value obtained for the LUMO energy is 1.1 eV. As for the SMILES: C=CC.C=N. The calculation puts the orbital gap at 10.440 eV.

```
! wB97M-V def2-TZVPD RIJCOSX def2/J DEFGRID3
* xyz 0 1
C -2.446 -0.273 0.434
N -2.682 0.412 -0.643
H -2.434 -1.363 0.272
H -2.479 0.109 1.488
H -2.702 1.398 -0.455
C 1.164 0.000 -1.235
C 1.459 0.413 0.120
C 1.735 -0.390 1.198
H 0.122 0.170 -1.610
H 1.354 -1.083 -1.259
H 1.858 0.510 -1.912
H 1.335 1.479 0.375
H 1.688 0.021 2.234
H 2.028 -1.404 0.993
*
```

(5)
The following is a DFT calculation (ωB97M-V/def2-TZVPD) of an isolated ion of composition C4H8NO and charge +1 at a distorted geometry.

The value obtained for the LUMO energy is -3.5 eV. As for the SMILES: C[N+]1=C(O)CC1. The calculation puts the orbital gap at 12.230 eV.

```
! wB97M-V def2-TZVPD RIJCOSX def2/J DEFGRID3
* xyz 1 1
C -0.750 0.099 0.573
C -0.763 1.521 -0.238
C 0.493 0.883 -0.920
C 1.059 -1.615 0.138
N 0.276 -0.329 -0.100
O -1.490 -0.641 1.303
H -1.670 2.029 -0.636
H -0.399 2.336 0.482
H 0.224 0.438 -1.899
H 1.423 1.346 -0.891
H 1.608 -1.569 1.065
H 1.864 -1.667 -0.602
H 0.444 -2.507 0.065
H -2.319 -0.325 1.661
*
```

(6)
The following is a DFT calculation (ωB97M-V/def2-TZVPD) of one molecule with the formula C4H3NO2 at a distorted geometry.

The value obtained for the LUMO energy is -0.9 eV. As for the SMILES: O=C1C=NCC1=O. The calculation puts the orbital gap at 7.952 eV.

```
! wB97M-V def2-TZVPD RIJCOSX def2/J DEFGRID3
* xyz 0 1
C -0.302 -0.022 -1.356
C -0.184 -1.270 -0.555
C 0.122 -0.484 1.095
C 0.070 0.979 0.658
N -0.210 1.079 -0.733
O -0.139 -2.380 -0.916
O 0.634 -0.942 2.085
H -0.535 0.070 -2.360
H -0.506 1.550 1.445
H 1.048 1.421 0.637
*
```

Table of energy relative to the best compared isomer or geometry (same formula, charge and spin) (kcal/mol), in record order: 69.2 89.6 161.8 42.3 25.4 60.1
Table of total energy (eV), in record order: -51945.3892 -8770.7128 -18536.4367 -5781.9771 -7807.0006 -9779.0807